146
Properties=species:S:1:pos:R:3 method="wB97M-V/def2-TZVPD" e_tot_ha=-2487.671100 max_force_ev_per_a=3.3 e_above_lowest_kcal_mol=193.4 e_homo_ev=-8.9 smiles=COC[C@H](C)N.COC[C@H](C)N.COC[C@H](C)N.COC[C@H](C)N.COC[C@H](C)N.COC[C@H](C)N.COC[C@H](C)N.CCO.CCO.CCO total_charge=0 lumo_energy_ev=0.14 gap_ha=0.3307
C -8.758 -1.679 -9.920
C -7.974 -0.808 -8.869
C -8.345 0.718 -8.750
O -7.314 1.275 -7.908
C -7.527 2.638 -7.609
N -8.123 -1.485 -7.598
H -9.094 -1.123 -10.796
H -9.718 -1.776 -9.413
H -8.577 -2.748 -10.028
H -6.973 -0.594 -9.245
H -9.282 0.679 -8.194
H -8.306 1.225 -9.714
H -7.591 3.169 -8.558
H -6.750 3.062 -6.972
H -8.446 2.751 -7.035
H -7.598 -0.944 -6.926
H -9.001 -1.111 -7.270
C -7.499 -4.887 -2.267
C -8.343 -3.787 -1.554
C -7.676 -2.423 -1.504
O -8.533 -1.436 -0.934
C -7.999 -0.064 -1.136
N -9.601 -3.701 -2.254
H -7.878 -5.903 -2.157
H -6.472 -4.988 -1.919
H -7.500 -4.725 -3.345
H -8.491 -4.218 -0.564
H -7.414 -2.060 -2.498
H -6.846 -2.459 -0.799
H -7.025 0.245 -0.757
H -8.746 0.658 -0.806
H -7.909 0.198 -2.190
H -9.802 -4.690 -2.299
H -9.353 -3.604 -3.228
C 2.817 0.074 -10.569
C 2.106 -1.237 -10.393
C 1.645 -1.786 -11.782
O 0.809 -1.006 -12.559
C -0.118 -1.650 -13.560
N 3.170 -2.045 -9.766
H 3.821 0.210 -10.971
H 2.963 0.502 -9.577
H 2.190 0.828 -11.045
H 1.223 -1.171 -9.758
H 1.141 -2.743 -11.652
H 2.562 -1.979 -12.339
H -0.914 -0.907 -13.518
H -0.438 -2.627 -13.198
H 0.462 -1.731 -14.479
H 3.632 -1.594 -8.989
H 3.890 -2.089 -10.473
C -12.363 -11.095 -1.600
C -11.635 -9.925 -2.298
C -11.656 -9.873 -3.901
O -10.967 -8.641 -4.387
C -10.179 -8.822 -5.592
N -12.224 -8.702 -1.765
H -11.974 -11.237 -0.591
H -12.176 -11.963 -2.231
H -13.444 -10.957 -1.599
H -10.590 -9.926 -1.986
H -12.636 -9.926 -4.374
H -11.133 -10.767 -4.240
H -10.808 -9.309 -6.336
H -9.333 -9.502 -5.488
H -9.701 -7.858 -5.767
H -13.210 -8.731 -1.981
H -11.983 -8.743 -0.785
C 0.560 -2.708 -0.289
C -0.644 -2.663 -1.196
C -0.802 -1.526 -2.227
O -1.960 -1.580 -3.073
C -1.585 -1.929 -4.391
N -0.664 -3.864 -1.966
H 0.583 -3.609 0.325
H 0.596 -1.850 0.382
H 1.462 -2.626 -0.896
H -1.461 -2.503 -0.493
H 0.168 -1.445 -2.718
H -0.945 -0.577 -1.712
H -2.458 -2.271 -4.946
H -0.892 -2.757 -4.545
H -1.206 -1.007 -4.832
H -1.390 -3.752 -2.660
H 0.149 -3.773 -2.558
C 2.230 -6.295 -17.671
C 1.518 -7.098 -16.555
C 2.355 -7.045 -15.261
O 1.703 -7.672 -14.174
C 2.506 -7.747 -12.936
N 0.180 -6.651 -16.373
H 2.432 -5.318 -17.232
H 1.668 -6.192 -18.599
H 3.253 -6.647 -17.804
H 1.402 -8.067 -17.040
H 2.517 -6.025 -14.913
H 3.330 -7.505 -15.424
H 2.653 -6.769 -12.477
H 3.441 -8.283 -13.103
H 2.063 -8.469 -12.250
H -0.375 -7.088 -17.095
H -0.203 -7.143 -15.578
C 4.490 -6.847 -4.001
C 3.684 -7.613 -5.056
C 2.991 -8.925 -4.560
O 2.620 -9.828 -5.672
C 1.881 -10.935 -5.205
N 2.626 -6.712 -5.480
H 4.829 -5.892 -4.403
H 5.323 -7.463 -3.662
H 3.784 -6.743 -3.178
H 4.330 -8.010 -5.840
H 2.108 -8.557 -4.039
H 3.619 -9.440 -3.833
H 2.561 -11.491 -4.559
H 1.758 -11.449 -6.158
H 0.900 -10.619 -4.851
H 2.086 -7.476 -5.862
H 2.840 -6.149 -6.290
C -3.797 -7.146 -7.851
C -3.274 -6.916 -9.277
O -2.764 -8.282 -9.494
H -4.316 -6.296 -7.409
H -2.957 -7.331 -7.181
H -4.478 -7.998 -7.843
H -2.463 -6.194 -9.366
H -4.050 -6.522 -9.934
H -1.852 -8.211 -9.784
C -8.141 -8.421 -14.050
C -8.940 -9.374 -13.231
O -8.935 -10.680 -13.779
H -7.086 -8.693 -14.024
H -8.225 -7.413 -13.644
H -8.531 -8.428 -15.068
H -9.967 -9.010 -13.188
H -8.593 -9.293 -12.201
H -9.518 -10.760 -14.537
C -3.759 -13.935 -9.717
C -5.075 -13.281 -10.175
O -6.098 -14.212 -10.505
H -3.031 -13.142 -9.544
H -3.328 -14.584 -10.479
H -3.834 -14.571 -8.835
H -5.002 -12.612 -11.033
H -5.424 -12.714 -9.312
H -6.631 -13.712 -11.127